Entry from OMol25: a structure of composition C21H37B4BrCl2F6Mg2N4O8P in a non-equilibrium geometry (ωB97M-V/def2-TZVPD).

```
86
Properties=species:S:1:pos:R:3:mulliken_charge:R:1
N 2.6279 -0.0896 1.4587 -0.621
P 1.5119 0.9654 1.8196 0.180
B 1.8119 2.7572 1.1075 0.608
O 2.9530 3.4691 1.2781 -0.566
B 2.7305 4.8240 1.5928 0.567
O 1.5447 5.4339 1.2511 -0.405
B 0.4962 4.5569 1.1197 -0.083
C -0.8885 4.8581 1.8140 -0.375
C -2.0005 3.7636 1.6014 -0.034
N -2.1082 3.2129 0.2463 -0.564
O 0.7734 3.3860 0.4123 -0.216
H 3.0147 -0.4482 2.3246 0.207
H 0.2353 0.5891 1.3193 -0.017
H 1.3249 1.1327 3.2102 0.070
H 3.5612 5.4006 2.2025 -0.084
H -1.1710 5.9245 1.5327 0.350
H -0.7052 4.9112 2.8902 0.510
H -1.9401 2.9613 2.3796 0.238
H -3.0152 4.2413 1.8083 0.013
H -1.8873 3.8918 -0.4753 0.249
H -1.4561 2.4323 0.1930 0.321
Mg -3.0440 1.6761 1.6715 0.196
B -2.8472 6.7933 -1.1062 0.955
F -3.5064 7.5399 -2.0056 -0.267
F -2.3901 7.5893 0.0079 -0.387
F -3.7671 5.8099 -0.4655 -0.516
F -1.7918 6.1035 -1.6362 -0.318
O -5.1390 0.8820 4.3155 -0.301
C -6.3030 0.8629 4.1670 0.612
O -7.0568 0.0718 5.1403 -0.347
C -8.5724 0.1501 5.2192 -0.318
C -9.2597 -0.7575 4.2221 -1.002
C -7.0490 1.4922 3.0354 -0.864
H -8.8925 1.1838 5.1296 0.411
H -8.7930 -0.1585 6.2385 0.321
H -9.0287 -0.4811 3.1924 0.250
H -10.3444 -0.7237 4.3388 0.391
H -8.9307 -1.7845 4.3527 0.417
H -7.0036 0.8165 2.1787 0.244
H -6.5439 2.4204 2.7853 0.221
H -8.0855 1.7312 3.2547 0.401
Cl -7.4364 -4.3475 4.2092 -0.137
C -7.8075 -5.2279 2.6744 -0.384
C -7.4993 -4.4044 1.4547 -0.544
Cl -8.6028 -3.0141 1.3036 -0.153
H -8.8541 -5.5145 2.7225 0.352
H -7.1967 -6.1284 2.6877 0.362
H -7.6236 -5.0189 0.5651 0.368
H -6.4809 -4.0252 1.4735 0.314
Br -6.8995 -1.9249 4.8145 0.235
C 3.3794 1.7628 -2.5693 -1.006
N 3.9794 0.4649 -2.8845 0.113
C 4.0173 -0.4918 -1.9123 -0.439
C 4.5266 -1.7166 -2.1720 -0.709
C 5.0213 -2.0017 -3.4686 0.880
C 4.9913 -1.0254 -4.4171 -0.622
C 4.4501 0.2292 -4.1052 0.091
C 5.5433 -3.3365 -3.8101 0.647
C 5.0091 -4.0719 -4.8678 -0.872
C 5.5578 -5.2889 -5.1891 -0.018
N 6.6041 -5.7780 -4.4974 0.047
C 7.1188 -5.0968 -3.4568 -0.716
C 6.6026 -3.8820 -3.0962 -0.372
C 7.2176 -7.0632 -4.8792 -0.884
H 3.9039 2.1941 -1.7182 0.415
H 2.3281 1.6066 -2.3355 0.333
H 3.4663 2.4163 -3.4297 0.287
H 3.6166 -0.2257 -0.9434 0.435
H 4.5321 -2.4595 -1.3873 0.460
H 5.3681 -1.1890 -5.4140 0.519
H 4.4085 1.0247 -4.8270 0.284
H 4.1702 -3.6973 -5.4396 0.583
H 5.1826 -5.8899 -6.0033 0.384
H 7.9553 -5.5414 -2.9352 0.588
H 7.0575 -3.3521 -2.2640 0.302
H 7.1934 -7.7307 -4.0223 0.368
H 8.2431 -6.8775 -5.1877 0.365
H 6.6596 -7.4977 -5.7014 0.264
F 2.8287 -0.3200 -5.3370 -0.741
C 8.8238 -1.7760 -0.2071 0.622
O 8.8199 -2.8301 -0.9072 -0.752
O 7.6371 -0.9761 -0.3953 -0.517
O 9.6447 -1.3427 0.5768 -0.678
H 7.1920 -1.5361 -1.0385 0.338
Mg -3.0048 6.1708 1.2896 0.903
F -0.7092 7.3397 1.9250 -0.761
```

Properties
Total charge ... +1
Frontier orbital gap ... 0.0672 Ha



Entry from OMol25: a cluster of 9 separate species, C21H37Cl16N in total in a non-equilibrium geometry (ωB97M-V/def2-TZVPD).

```
75
Properties=species:S:1:pos:R:3:mulliken_charge:R:1
C -0.3311 -7.1714 -0.4480 -0.397
C -0.4335 -5.8001 -0.2582 -0.292
C -1.6803 -5.2509 0.0171 -0.143
N -2.8010 -5.9560 -0.0183 -0.549
C -2.7141 -7.2838 -0.1726 -0.258
C -1.4979 -7.9232 -0.3421 -0.300
H 0.6051 -7.6326 -0.7263 0.393
H 0.3834 -5.1248 -0.4886 0.405
H -1.7664 -4.2028 0.2775 0.419
H -3.6602 -7.7965 -0.0716 0.374
H -1.4341 -9.0038 -0.3778 0.350
Cl -5.6231 1.9542 3.8972 -0.176
C -5.6817 0.1931 4.2608 -0.424
C -4.2800 -0.3931 4.2374 -0.423
Cl -3.6537 -0.5163 2.5902 -0.118
H -6.3332 -0.2499 3.5173 0.335
H -6.0802 0.1386 5.2696 0.297
H -4.2551 -1.3936 4.6683 0.393
H -3.5922 0.1983 4.8393 0.119
Cl 1.1596 1.1133 1.0597 -0.212
C 0.2806 0.1262 -0.1226 -0.235
C -0.9174 -0.5904 0.4936 -0.044
Cl -1.6979 -1.4810 -0.8380 -0.247
H 0.8905 -0.6573 -0.5746 0.340
H -0.0082 0.7886 -0.9334 -0.012
H -1.6103 0.1450 0.8930 -0.045
H -0.6542 -1.3125 1.2595 0.451
Cl 4.9056 -1.2412 -0.7398 -0.141
C 5.1709 -1.3328 1.0259 -0.505
C 3.8854 -1.1044 1.7675 0.137
Cl 2.8154 -2.5424 1.7621 -0.186
H 5.8257 -0.4808 1.2010 0.263
H 5.6391 -2.2863 1.2412 0.398
H 3.3292 -0.2757 1.3321 -0.335
H 4.0096 -0.8018 2.8074 0.359
Cl 2.2632 6.1366 1.4560 -0.216
C 2.6196 4.5196 0.8031 0.227
C 4.0166 4.0601 1.1496 -0.589
Cl 4.3478 2.4832 0.4486 -0.078
H 2.5472 4.5432 -0.2858 0.138
H 1.8328 3.8635 1.1628 -0.145
H 4.1390 3.9242 2.2240 0.322
H 4.7371 4.8048 0.8172 0.359
Cl 2.5675 -4.0339 -3.1963 -0.208
C 1.4098 -2.6997 -3.4126 0.348
C 0.9898 -2.5219 -4.8572 -0.457
Cl 2.1565 -1.7087 -5.8968 -0.182
H 1.9337 -1.7959 -3.0945 -0.193
H 0.5882 -2.7966 -2.7082 0.032
H 0.1167 -1.8690 -4.8726 0.279
H 0.7099 -3.4915 -5.2634 0.377
Cl -1.8142 2.4878 -2.4737 -0.157
C -3.3775 2.8831 -1.6962 -0.221
C -3.9579 4.1551 -2.3050 -0.434
Cl -3.4102 5.5790 -1.3900 -0.179
H -3.2391 2.9971 -0.6272 0.066
H -4.0664 2.0662 -1.9048 0.292
H -5.0458 4.1572 -2.3238 0.313
H -3.6253 4.2880 -3.3314 0.306
Cl -1.9694 4.0130 1.7708 -0.152
C -1.1272 3.3772 3.1896 -0.355
C -2.0441 2.6760 4.1544 0.107
Cl -1.1558 1.6989 5.3441 -0.216
H -0.6496 4.2423 3.6510 0.412
H -0.3195 2.7237 2.8640 -0.006
H -2.6459 1.9553 3.6047 -0.156
H -2.6670 3.4096 4.6591 0.370
Cl 2.2632 1.0163 -2.4620 0.035
C 3.6217 1.9346 -3.2671 -0.602
C 3.0306 3.0083 -4.1482 -0.406
Cl 2.4342 2.2775 -5.6635 -0.180
H 4.2205 1.2508 -3.8597 0.363
H 4.1793 2.2707 -2.3974 0.130
H 3.9128 3.5926 -4.4361 0.340
H 2.2829 3.6696 -3.7314 0.325
```

Properties
Relative energy (zero: lowest compared OMol25 entry of this formula, charge and spin) ... 0.0 kcal per mole
SMILES ... c1ccncc1.ClCCCl.ClCCCl.ClCCCl.ClCCCl.ClCCCl.ClCCCl.ClCCCl.ClCCCl
Frontier orbital gap ... 0.3639 Ha



Number 1: highest occupied orbital energy -7.95 eV. Number 2: highest occupied orbital energy -9.54 eV.